11
Properties=species:S:1:pos:R:3:mulliken_charge:R:1 method="wB97M-V/def2-TZVPD" lumo_ev=0.68 multiplicity=1 smiles="O=CCCO" charge=0 orbital_gap_ev=10.4
O -1.4737 0.6041 -0.7046 -0.5109
O 2.4151 0.6977 0.4661 -0.4781
C -0.9736 -0.3112 0.2578 -0.4960
C 0.4900 -0.6686 -0.0237 -0.3211
C 1.3748 0.5485 -0.1307 -0.0151
H -1.0707 0.0891 1.2753 0.3382
H 1.0033 1.3262 -0.8294 0.3487
H 0.8854 -1.3315 0.7525 0.2761
H 0.5374 -1.1941 -0.9870 0.2850
H -1.6035 1.4605 -0.2831 0.3176
H -1.5845 -1.2206 0.2067 0.2556